ORCA calculation (ωB97M-V/def2-TZVPD) on a molecular structure, C10H20F5NbO6P at a distorted geometry.

## Properties
Total charge: -1
Lowest unoccupied orbital energy, eV: 1.861
HOMO, eV: -4.497

Geometry (Å):
C  2.50  -4.38  1.20
O  1.97  -3.60  2.21
C  2.38  -2.23  2.10
Nb  0.80  -0.89  1.07
C  2.04  -1.01  -0.87
C  2.48  0.32  -1.44
O  3.27  0.39  -2.31
O  1.92  1.47  -0.95
P  -0.62  -2.84  0.24
O  -0.78  -2.95  -1.41
O  -2.14  -2.93  0.88
C  -0.36  -0.69  3.06
F  -0.34  -1.84  3.79
F  0.32  0.21  3.83
C  -1.85  -0.21  3.06
F  -2.04  0.78  3.89
F  -2.65  -1.17  3.48
F  -2.29  0.16  1.90
H  3.57  -4.56  1.31
H  2.01  -5.34  1.24
H  2.27  -3.97  0.21
H  2.43  -1.85  3.12
H  3.39  -2.12  1.70
H  -0.27  0.28  0.15
H  1.82  0.54  1.57
H  2.91  -1.62  -0.70
H  1.47  -1.46  -1.68
H  2.52  1.80  -0.27
H  -0.34  -3.73  -1.74
H  -2.67  -2.25  0.44
C  -0.83  3.88  -2.12
C  -2.12  3.98  -1.32
C  -3.16  3.60  -2.36
O  -2.53  2.69  -3.26
C  -1.12  2.69  -3.02
H  0.06  3.74  -1.51
H  -0.69  4.79  -2.72
H  -2.11  3.24  -0.51
H  -2.29  4.96  -0.88
H  -3.49  4.48  -2.93
H  -4.04  3.13  -1.92
H  -0.85  1.76  -2.53
H  -0.59  2.75  -3.98

Taken from the Mulliken analysis, the atomic charges in e are: atom 1 (C): -0.693, atom 2 (O): -0.282, atom 3 (C): -0.796, atom 4 (Nb): 0.021, atom 5 (C): -0.557, atom 6 (C): 0.252, atom 7 (O): -0.573, atom 8 (O): -0.419, atom 9 (P): 0.313, atom 10 (O): -0.500, atom 11 (O): -0.484, atom 12 (C): 0.327, atom 13 (F): -0.280, atom 14 (F): -0.355, atom 15 (C): 0.734, atom 16 (F): -0.313, atom 17 (F): -0.301, atom 18 (F): -0.262, atom 19 (H): 0.322, atom 20 (H): 0.255, atom 21 (H): 0.231, atom 22 (H): 0.415, atom 23 (H): 0.390, atom 24 (H): 0.035, atom 25 (H): -0.040, atom 26 (H): 0.423, atom 27 (H): 0.266, atom 28 (H): 0.258, atom 29 (H): 0.324, atom 30 (H): 0.305, atom 31 (C): -0.394, atom 32 (C): -0.412, atom 33 (C): -0.449, atom 34 (O): -0.440, atom 35 (C): -0.226, atom 36 (H): 0.229, atom 37 (H): 0.277, atom 38 (H): 0.145, atom 39 (H): 0.333, atom 40 (H): 0.258, atom 41 (H): 0.274, atom 42 (H): 0.103, atom 43 (H): 0.285